Entry 1:
Below is 14 unconnected molecules or ions with the total composition C81H194N14O14 in a non-equilibrium geometry, with properties calculated with ωB97M-V with the def2-TZVPD basis set.

Charge: 0
LUMO energy: 0.121 eV
Kohn-Sham gap: 7.62 eV
2S+1: 1
ΔE to the lowest compared entry with this formula, charge and spin: 180.1 kcal per mole

```
303
C81H194N14O14 (ωB97M-V with the def2-TZVPD basis set)
C 23.326 31.476 4.229
C 22.035 31.375 5.124
C 22.122 31.810 6.561
O 22.362 33.149 6.525
C 22.581 33.724 7.788
N 20.859 31.961 4.457
H 24.066 30.753 4.573
H 23.699 32.500 4.210
H 23.125 31.228 3.187
H 21.779 30.316 5.139
H 22.933 31.258 7.037
H 21.220 31.460 7.064
H 22.174 34.734 7.775
H 23.649 33.837 7.976
H 22.240 33.140 8.643
H 20.794 32.948 4.664
H 19.998 31.721 4.926
C 15.895 34.498 14.620
C 14.701 34.984 13.829
C 13.380 35.168 14.573
O 12.934 33.787 14.884
C 11.548 33.429 14.715
N 15.065 36.313 13.237
H 15.983 35.193 15.455
H 16.824 34.693 14.085
H 15.718 33.459 14.899
H 14.615 34.347 12.949
H 12.645 35.704 13.972
H 13.402 35.663 15.544
H 11.319 32.382 14.912
H 11.267 33.482 13.664
H 10.911 34.085 15.309
H 15.121 37.028 13.948
H 16.007 36.173 12.902
C 13.174 38.213 5.062
C 13.202 37.261 3.934
C 13.352 35.779 4.351
O 13.589 35.111 3.082
C 13.549 33.708 3.130
N 12.076 37.481 3.105
H 13.051 39.224 4.672
H 14.145 38.208 5.558
H 12.303 37.908 5.641
H 14.063 37.559 3.336
H 12.449 35.341 4.777
H 14.318 35.575 4.812
H 14.322 33.366 3.819
H 13.807 33.190 2.207
H 12.506 33.495 3.368
H 12.235 36.858 2.326
H 12.031 38.416 2.726
C 20.488 27.894 13.349
C 21.488 27.993 12.190
C 21.212 29.164 11.277
O 21.345 30.566 11.800
C 21.483 31.618 10.887
N 22.739 28.146 12.856
H 19.541 28.091 12.847
H 20.661 28.687 14.076
H 20.478 26.925 13.849
H 21.513 27.011 11.717
H 20.226 29.013 10.837
H 21.966 29.069 10.496
H 22.559 31.682 10.731
H 21.181 32.480 11.483
H 20.931 31.544 9.950
H 22.608 29.044 13.300
H 23.483 28.085 12.176
C 14.834 38.335 10.042
C 13.542 38.279 10.830
C 12.438 38.853 9.940
O 12.372 40.269 10.029
C 12.515 40.887 8.748
N 13.359 36.842 11.058
H 15.040 39.375 9.789
H 14.889 37.747 9.125
H 15.664 38.028 10.678
H 13.640 38.866 11.743
H 11.455 38.648 10.363
H 12.426 38.486 8.914
H 13.513 41.170 8.412
H 11.819 41.726 8.722
H 12.095 40.400 7.868
H 12.414 36.606 11.326
H 14.033 36.668 11.790
C 19.669 37.381 2.783
C 18.196 37.424 3.308
C 18.000 38.541 4.327
O 16.864 38.367 5.036
C 16.733 39.268 6.143
N 17.335 37.440 2.156
H 19.706 36.589 2.035
H 20.320 37.065 3.599
H 20.070 38.358 2.513
H 17.888 36.477 3.752
H 17.803 39.375 3.654
H 18.829 38.894 4.941
H 17.509 39.895 6.580
H 16.070 38.859 6.906
H 16.004 40.031 5.869
H 16.539 38.062 2.131
H 17.078 36.508 1.865
C 17.258 29.431 5.786
C 16.447 30.261 4.732
C 17.086 30.428 3.333
O 16.173 31.042 2.426
C 16.592 31.105 1.115
N 15.170 29.537 4.533
H 17.456 28.422 5.424
H 16.759 29.324 6.749
H 18.225 29.901 5.965
H 16.290 31.297 5.035
H 17.353 29.442 2.953
H 17.828 31.219 3.436
H 15.758 31.316 0.445
H 17.014 30.116 0.938
H 17.370 31.847 0.934
H 15.408 28.619 4.186
H 14.709 29.995 3.759
C 23.083 25.897 8.297
C 22.180 26.389 7.164
C 20.793 25.974 7.286
O 19.974 26.331 6.154
C 19.070 25.287 5.749
N 22.344 27.915 7.187
H 24.099 26.288 8.354
H 23.169 24.811 8.263
H 22.675 26.146 9.276
H 22.535 25.978 6.219
H 20.338 26.270 8.231
H 20.714 24.898 7.441
H 18.310 25.586 5.026
H 18.412 24.842 6.495
H 19.730 24.514 5.355
H 23.199 28.244 6.763
H 21.708 28.272 6.488
C 13.625 39.080 15.384
C 14.573 40.239 15.202
C 15.690 39.934 14.203
O 16.526 38.856 14.659
C 17.560 38.415 13.801
N 13.746 41.355 14.761
H 12.813 39.426 16.023
H 14.172 38.208 15.743
H 13.291 38.763 14.396
H 14.939 40.514 16.191
H 16.230 40.838 13.918
H 15.129 39.686 13.302
H 17.418 38.522 12.725
H 17.535 37.341 13.982
H 18.494 38.909 14.067
H 12.980 40.916 14.270
H 13.335 41.885 15.516
C 12.627 31.256 5.273
C 11.775 31.807 6.569
C 12.627 31.643 7.849
C 12.087 32.472 9.009
C 12.082 33.881 8.603
C 11.114 34.073 7.499
N 11.420 33.248 6.387
O 10.675 33.571 5.292
C 9.654 33.724 8.012
C 11.106 35.648 7.069
C 10.510 30.827 6.603
H 11.965 31.506 4.444
H 12.652 30.173 5.149
H 13.654 31.552 5.057
H 12.474 30.609 8.159
H 13.631 31.977 7.588
H 12.762 32.400 9.862
H 11.126 32.194 9.442
H 13.055 34.168 8.203
H 11.724 34.520 9.411
H 9.673 32.740 8.479
H 9.216 34.492 8.650
H 8.919 33.708 7.206
H 12.095 36.105 7.064
H 10.620 35.851 6.114
H 10.439 36.238 7.697
H 9.755 30.985 7.372
H 10.722 29.760 6.675
H 9.933 30.989 5.692
H 11.379 33.619 4.642
C 19.349 40.206 9.722
C 20.942 40.188 9.661
C 21.435 39.471 10.936
C 22.896 39.020 11.005
C 23.337 38.331 9.752
C 22.860 38.893 8.392
N 21.398 39.344 8.515
O 20.770 39.701 7.323
C 23.679 40.135 8.049
C 23.003 37.794 7.317
C 21.514 41.643 9.648
H 18.910 39.211 9.793
H 18.850 40.768 8.932
H 19.138 40.845 10.579
H 21.276 40.223 11.709
H 20.662 38.755 11.216
H 23.193 38.498 11.914
H 23.618 39.832 11.088
H 22.854 37.384 9.996
H 24.403 38.107 9.711
H 24.480 40.052 7.315
H 23.070 40.876 7.532
H 24.060 40.535 8.989
H 23.403 38.200 6.388
H 23.820 37.166 7.672
H 22.106 37.238 7.043
H 22.483 42.143 9.628
H 21.187 42.153 10.554
H 21.087 42.199 8.814
H 21.068 40.599 7.163
C 15.074 26.853 13.460
C 14.646 27.997 12.430
C 15.928 28.375 11.618
C 15.548 29.151 10.346
C 14.623 28.336 9.417
C 13.472 27.543 10.182
N 13.542 27.476 11.651
O 12.428 26.943 12.341
C 12.156 28.241 9.743
C 13.445 26.060 9.606
C 14.218 29.203 13.198
H 15.262 25.866 13.037
H 14.275 26.773 14.197
H 15.898 27.216 14.074
H 16.583 29.040 12.182
H 16.493 27.499 11.299
H 16.413 29.307 9.701
H 15.300 30.132 10.752
H 15.313 27.725 8.836
H 14.197 29.021 8.684
H 12.384 29.289 9.546
H 11.973 27.804 8.762
H 11.230 28.132 10.308
H 12.615 25.483 10.016
H 13.134 26.126 8.563
H 14.407 25.562 9.721
H 13.372 28.977 13.848
H 13.795 29.978 12.559
H 15.026 29.600 13.813
H 12.389 26.102 11.879
C 22.738 33.413 15.237
C 21.849 32.568 16.188
C 20.882 33.586 16.937
C 19.662 32.987 17.689
C 18.831 32.115 16.794
C 19.682 31.174 15.918
N 20.935 31.760 15.445
O 21.602 31.049 14.429
C 19.865 29.950 16.803
C 18.759 30.832 14.702
C 22.777 31.770 17.110
H 23.394 33.976 15.901
H 23.468 32.885 14.623
H 22.248 34.210 14.678
H 21.409 34.209 17.659
H 20.521 34.324 16.220
H 20.084 32.444 18.534
H 18.972 33.728 18.091
H 18.340 32.833 16.138
H 18.043 31.652 17.387
H 20.373 29.265 16.125
H 18.999 29.537 17.321
H 20.567 30.167 17.608
H 17.897 30.224 14.978
H 19.383 30.324 13.967
H 18.563 31.760 14.165
H 22.314 31.128 17.859
H 23.211 31.052 16.413
H 23.552 32.293 17.671
H 21.289 31.404 13.594
C 17.587 32.511 10.643
C 17.561 32.810 9.132
C 16.160 32.929 8.628
C 16.035 33.630 7.272
C 16.456 35.107 7.543
C 17.952 35.240 8.005
N 18.144 34.219 9.113
O 19.487 34.231 9.554
C 18.886 34.927 6.835
C 18.281 36.631 8.588
C 18.315 31.757 8.143
H 17.113 33.284 11.248
H 18.608 32.396 11.007
H 16.946 31.657 10.862
H 15.834 31.892 8.557
H 15.601 33.488 9.379
H 14.988 33.803 7.024
H 16.506 33.181 6.398
H 15.841 35.503 8.350
H 16.433 35.735 6.652
H 18.529 34.018 6.350
H 19.019 35.763 6.148
H 19.900 34.565 7.006
H 17.615 36.960 9.385
H 19.287 36.661 9.008
H 18.299 37.421 7.837
H 19.244 31.502 8.653
H 18.568 32.062 7.127
H 17.722 30.844 8.107
H 19.434 34.948 10.190
```

Entry 2:
Below is a molecular structure, C12H16AuBrN4O2 in a non-equilibrium geometry, with properties calculated with ωB97M-V with the def2-TZVPD basis set.

Charge: +2
LUMO energy (spin up / spin down): -6.066 / -10.195 eV
Kohn-Sham gap (spin up / spin down): 9.75 / 5.62 eV
2S+1: 3
ΔE to the lowest compared entry with this formula, charge and spin: 0.0 kcal per mole

```
36
C12H16AuBrN4O2 (ωB97M-V with the def2-TZVPD basis set)
Au -0.223 -0.019 -0.243
C -0.081 -2.649 -5.145
C 0.710 -1.921 -4.089
C 2.080 -1.702 -4.201
C 2.781 -1.030 -3.212
C 2.084 -0.583 -2.111
Br 2.955 0.313 -0.711
N 0.768 -0.784 -1.983
C 0.093 -1.435 -2.952
H 0.555 -2.925 -5.982
H -0.888 -2.025 -5.528
H -0.520 -3.562 -4.743
H 2.610 -2.061 -5.075
H 3.844 -0.857 -3.290
H -0.972 -1.560 -2.797
C 0.802 -2.937 0.442
O 0.226 -1.719 0.990
C -0.834 -1.960 1.956
C -1.146 -0.641 2.591
O -1.567 0.253 1.536
C -1.920 1.566 2.038
H 1.108 -3.562 1.277
H 1.671 -2.642 -0.136
H 0.068 -3.450 -0.177
H -0.468 -2.667 2.700
H -1.698 -2.381 1.439
H -0.271 -0.223 3.093
H -1.956 -0.758 3.312
H -2.713 1.451 2.773
H -2.284 2.141 1.194
H -1.049 2.043 2.487
N -1.987 6.088 -2.373
C -1.585 4.961 -2.353
N -1.169 3.789 -2.452
C -0.929 2.766 -1.709
N -0.668 1.791 -1.151
```

Entry 3:
Below is 2 unconnected molecules or ions with the total composition CH7NOS2, with properties calculated with ωB97M-V with the def2-TZVPD basis set.

Charge: 0
LUMO energy: 0.439 eV
Kohn-Sham gap: 10.09 eV
2S+1: 1
ΔE to the lowest compared entry with this formula, charge and spin: 2.2 kcal per mole
SMILES: NCO.SS

```
12
CH7NOS2 (ωB97M-V with the def2-TZVPD basis set)
S -1.029 1.979 -3.663
S -0.926 0.103 -2.919
H -0.418 2.688 -2.690
H -2.041 0.025 -2.164
N 0.330 -1.529 0.845
C 0.962 -0.286 1.234
O 0.696 0.137 2.577
H 0.629 -2.247 1.492
H -0.677 -1.437 0.970
H 2.037 -0.445 1.169
H 0.621 0.482 0.534
H -0.185 0.529 2.615
```

Entry 4:
Below is a molecular structure, C4H6N2 in a non-equilibrium geometry, with properties calculated with ωB97M-V with the def2-TZVPD basis set.

Charge: 0
LUMO energy: 1.054 eV
Kohn-Sham gap: 10.13 eV
2S+1: 1
ΔE to the lowest compared entry with this formula, charge and spin: 115.1 kcal per mole

```
12
C4H6N2 (ωB97M-V with the def2-TZVPD basis set)
C -0.747 0.794 0.172
C -0.504 -0.564 0.757
N -0.372 -1.594 -0.243
C 0.834 -0.890 0.162
C 0.901 0.397 -0.531
N 1.545 1.268 -1.156
H -0.703 1.611 0.919
H 0.571 1.661 -0.860
H -1.705 0.905 -0.379
H -0.796 -0.864 1.750
H -0.698 -1.291 -1.160
H 1.674 -1.433 0.569
```